## A
Formula: C2H3N3O
Source: the Open Molecules 2025 dataset
Level of theory: ωB97M-V with the def2-TZVPD basis set

Computed properties:
Frontier orbital gap (alpha / beta): 8.7 / 9.3 eV
HOMO level (alpha / beta): -0.3793 / -0.3772 Ha

Structure (XYZ):
```
9
Properties=species:S:1:pos:R:3:lowdin_charge:R:1
C 0.632 -0.739 0.340 -0.147
C -0.389 1.116 0.285 -0.152
N -0.468 -0.312 -0.070 0.065
N 1.516 0.190 0.812 0.122
N 0.904 1.307 0.787 -0.311
O 1.326 2.383 1.230 0.040
H 1.622 -3.017 -1.090 0.067
H -0.696 1.731 -0.498 0.113
H -1.329 1.363 0.995 0.203
```



## B
Formula: C2H3N3O
Source: the Open Molecules 2025 dataset
Level of theory: ωB97M-V with the def2-TZVPD basis set

Computed properties:
Frontier orbital gap (alpha / beta): 8.3 / 7.3 eV
HOMO level (alpha / beta): -0.3747 / -0.3510 Ha

Structure (XYZ):
```
9
Properties=species:S:1:pos:R:3:lowdin_charge:R:1
C 0.679 -1.251 1.290 -0.136
C -0.919 0.542 0.003 -0.030
N 0.665 -2.125 2.027 0.025
N 1.246 0.100 -1.089 -0.088
N 0.356 -0.120 -0.329 -0.079
O 1.475 0.785 -2.097 0.005
H -0.835 1.623 -0.425 0.131
H -1.770 -0.205 -0.387 0.153
H -0.895 0.652 1.008 0.019
```



Which of them is least stable? Easy: A.